(1)
A structure of composition C33H32FIN7O4RhS2 in a non-equilibrium geometry. Source: the Open Molecules 2025 dataset; level of theory: ωB97M-V/def2-TZVPD.

Computed properties:
molar mass: 903.6 u
HOMO (alpha / beta): -0.3171 / -0.3122 Ha
energy above the lowest of the compared OMol25 structures with the same formula, charge and spin: 2.995 eV
orbital gap (alpha / beta): 0.198 / 0.193 Eh
max |F|: 4.03 eV/Å
multiplicity: 2
net charge: +1

```
81
Properties=species:S:1:pos:R:3:forces:R:3
Rh 2.094 -2.389 0.587 1.69 -1.73 -0.61
O 0.797 -2.906 2.338 -0.05 0.89 0.62
N 0.591 -4.128 2.726 0.17 -0.72 0.14
C -0.003 -4.322 3.920 -0.23 -0.18 0.39
C -0.287 -5.577 4.393 0.01 -0.02 -0.10
C 0.047 -6.686 3.614 0.07 0.15 -0.01
C 0.676 -6.483 2.411 -0.20 0.08 0.25
C 0.960 -5.190 1.955 0.03 0.03 -0.12
S 1.740 -4.923 0.460 -0.15 1.35 -0.18
H -0.239 -3.416 4.458 0.07 0.04 -0.09
H -0.756 -5.689 5.357 -0.06 0.05 0.05
H -0.181 -7.682 3.956 0.01 -0.13 0.04
H 0.968 -7.302 1.776 0.02 -0.11 -0.06
F -3.837 1.070 1.842 0.14 0.13 -0.08
C -2.784 1.583 1.146 0.15 -0.35 0.11
C -1.676 0.792 0.985 0.07 0.40 -0.21
C -0.540 1.290 0.337 -0.85 0.36 0.19
C 0.615 0.413 0.188 0.15 -0.92 0.08
O 0.493 -0.795 0.484 -0.39 1.12 -0.36
C 1.788 1.064 -0.318 0.41 -0.32 -0.03
C 1.715 2.349 -0.756 -0.13 -0.40 0.11
N 0.585 3.106 -0.744 0.31 -0.04 -0.18
C 0.615 4.440 -1.266 -0.03 0.47 0.04
C 1.328 4.748 -2.548 0.03 -0.02 0.05
C -0.168 4.769 -2.507 -0.07 0.04 0.01
C -0.552 2.615 -0.144 -0.20 -0.46 0.31
C -1.713 3.383 -0.005 -0.44 -0.17 0.25
C -2.851 2.879 0.632 0.62 0.06 -0.30
N -4.024 3.677 0.680 -0.09 -0.05 0.14
C -5.294 3.016 0.879 -0.20 0.07 -0.20
C -6.405 3.899 0.317 0.13 -0.89 -0.22
N -6.376 5.213 1.017 -0.37 0.21 0.13
C -5.043 5.862 0.868 0.86 0.27 0.11
C -3.966 4.922 1.411 -0.09 0.13 -0.13
C 3.146 0.361 -0.438 -0.22 0.24 -0.10
O 3.945 0.835 -1.235 0.16 0.31 -0.23
O 3.365 -0.635 0.316 -0.71 -0.79 0.35
H -1.652 -0.216 1.365 0.01 -0.17 0.09
H 2.605 2.813 -1.156 0.00 -0.01 -0.09
H 0.664 5.197 -0.488 -0.02 0.02 -0.09
H 1.814 3.953 -3.089 -0.02 -0.19 0.02
H 1.853 5.689 -2.598 0.01 0.06 0.05
H -0.691 3.958 -2.990 0.01 -0.16 -0.01
H -0.681 5.717 -2.559 0.01 0.10 0.05
H -1.754 4.383 -0.404 0.01 0.08 -0.13
H -5.503 2.801 1.940 0.01 -0.04 -0.09
H -5.297 2.072 0.335 -0.15 0.08 0.08
H -7.376 3.423 0.465 0.00 0.22 0.05
H -6.243 4.075 -0.746 -0.05 0.13 0.08
H -6.558 5.053 2.017 -0.05 0.11 -0.20
H -7.114 5.825 0.655 0.11 -0.10 0.17
H -5.038 6.813 1.403 -0.16 -0.11 -0.04
H -4.875 6.037 -0.196 -0.14 -0.01 0.08
H -4.120 4.777 2.495 0.05 -0.01 -0.02
H -2.988 5.380 1.272 -0.09 0.08 0.05
I 7.780 -4.654 0.096 -0.32 0.16 0.24
C 6.278 -3.892 1.360 0.25 -0.16 -0.22
C 6.524 -3.676 2.706 -0.09 0.02 -0.08
C 5.496 -3.174 3.488 -0.01 -0.06 -0.12
C 4.272 -2.913 2.893 0.09 -0.03 0.27
N 4.047 -3.142 1.606 -0.74 0.44 -0.30
C 5.021 -3.615 0.844 0.29 -0.18 -0.10
H 7.489 -3.898 3.135 0.08 -0.01 0.02
H 5.646 -2.999 4.542 -0.04 0.05 0.06
H 3.442 -2.519 3.468 -0.06 0.01 -0.05
H 4.783 -3.795 -0.196 0.03 0.02 0.01
N 0.847 -1.629 -6.565 0.26 -0.52 0.92
C 0.096 -2.082 -5.522 -2.60 0.36 -3.06
S -1.547 -2.354 -5.832 1.13 0.17 0.25
C 0.643 -2.246 -4.223 1.57 -0.39 3.04
C 1.973 -1.895 -3.884 -1.22 -0.16 -0.91
C 2.424 -2.060 -2.599 0.03 -0.23 0.68
N 1.664 -2.562 -1.617 0.20 0.55 -0.28
C 0.405 -2.922 -1.916 0.47 -0.03 0.54
C -0.132 -2.786 -3.165 0.23 0.34 -1.29
H 0.427 -1.703 -7.478 -0.10 0.08 0.07
H 1.850 -1.709 -6.531 0.11 0.07 0.02
H 2.641 -1.477 -4.619 0.14 0.10 -0.02
H 3.432 -1.777 -2.337 0.07 0.09 0.14
H -0.174 -3.344 -1.104 0.08 0.06 -0.01
H -1.146 -3.098 -3.360 -0.03 0.02 0.00
```
Forces are in eV/Å.

Löwdin atomic charge list, values in e, 5 entries: atom 1 (Rh): 0.88, atom 2 (O): -0.25, atom 3 (N): -0.23, atom 4 (C): -0.03, atom 5 (C): -0.07

=====

(2)
A structure of composition C62H41Cl4N10O3Zr in a non-equilibrium geometry. Source: the Open Molecules 2025 dataset; level of theory: ωB97M-V/def2-TZVPD.

Computed properties:
molar mass: 1207.1 u
HOMO: -0.3035 Ha
energy above the lowest of the compared OMol25 structures with the same formula, charge and spin: 11.958 eV
orbital gap: 0.164 Eh
max |F|: 1.19 eV/Å
multiplicity: 1
net charge: +1

```
121
Properties=species:S:1:pos:R:3:forces:R:3
Zr -0.067 0.191 0.567 -0.79 -0.73 0.52
Cl 4.683 6.610 5.748 0.03 0.05 0.03
C 3.791 5.375 4.928 -0.08 -0.10 -0.04
C 2.840 4.642 5.621 -0.01 0.05 0.06
C 2.126 3.655 4.960 0.00 -0.01 -0.07
C 2.368 3.388 3.617 0.09 0.03 -0.05
C 3.333 4.130 2.939 -0.02 -0.03 0.03
C 4.040 5.129 3.586 0.02 0.04 -0.03
C 1.629 2.319 2.900 -0.61 0.12 -0.10
C 0.285 2.475 2.680 0.69 0.12 0.43
C -0.551 3.547 3.132 -0.30 -0.08 -0.07
C -1.838 3.123 3.033 0.14 0.18 -0.07
C -1.800 1.771 2.534 0.11 -0.50 0.41
C -2.823 0.811 2.625 0.00 0.14 -0.10
C -4.120 1.266 3.211 0.07 0.01 -0.02
C -5.179 1.646 2.392 0.00 -0.01 0.05
C -6.347 2.164 2.932 -0.09 0.01 -0.03
C -6.460 2.300 4.306 0.16 -0.08 -0.07
Cl -7.905 2.966 4.987 -0.08 0.02 0.03
C -5.425 1.909 5.142 -0.03 -0.01 0.11
C -4.261 1.397 4.591 -0.04 -0.01 -0.09
C -2.613 -0.537 2.338 0.06 0.15 0.00
N -1.570 -1.082 1.653 -0.04 0.22 0.23
C -2.042 -2.425 1.288 -0.21 -0.11 -0.61
C -2.109 -2.452 -0.228 -0.11 -0.35 0.47
C -3.232 -3.359 -0.690 -0.05 -0.07 -0.34
C -4.681 -3.493 -0.375 0.02 0.07 0.04
C -5.239 -4.668 -0.697 -0.20 0.20 0.12
C -4.569 -5.826 -1.337 0.30 -0.13 -0.14
Cl -5.650 -7.184 -1.533 -0.04 -0.03 0.01
C -3.308 -5.991 -1.775 -0.17 0.08 0.04
C -2.232 -4.925 -1.669 0.21 0.07 0.05
C -0.056 -1.720 -1.331 0.40 -0.43 0.13
C 0.498 -1.343 -3.622 -0.09 -0.43 0.05
C 1.941 -1.437 -2.107 0.04 -0.65 -0.16
C 2.037 -1.569 -0.639 0.89 -0.52 0.20
N 0.733 -1.648 -0.155 -0.23 0.17 -0.45
C 3.148 -1.312 0.089 -0.57 0.04 -0.36
C 3.020 -0.563 1.319 0.45 0.06 0.62
C 4.061 -0.250 2.211 -0.21 -0.39 -0.43
C 3.652 0.848 2.938 -0.44 0.29 0.08
C 2.351 1.166 2.506 0.58 -0.25 0.15
N 1.939 0.252 1.550 0.00 0.04 -0.33
C 4.460 -1.550 -0.543 0.10 0.11 -0.08
C 4.695 -2.770 -1.181 -0.04 0.11 0.08
C 5.896 -3.033 -1.819 0.04 -0.05 -0.11
C 6.887 -2.065 -1.826 -0.17 -0.03 0.07
Cl 8.394 -2.392 -2.606 0.09 0.00 -0.05
C 6.677 -0.840 -1.209 0.05 0.07 -0.03
C 5.472 -0.587 -0.576 -0.06 -0.06 -0.04
C -3.248 -2.688 2.086 0.02 0.20 0.06
C -3.599 -1.551 2.690 -0.06 -0.28 0.03
N -0.517 1.432 2.229 -0.46 0.28 0.30
H 2.661 4.845 6.668 0.02 0.01 0.00
H 1.383 3.074 5.492 0.01 0.01 0.01
H 3.522 3.920 1.893 0.03 0.01 0.01
H 4.780 5.714 3.058 0.01 0.00 0.02
H -0.190 4.495 3.499 -0.03 -0.02 0.03
H -2.733 3.653 3.314 -0.01 -0.02 0.04
H -5.083 1.548 1.318 0.01 0.02 0.00
H -7.164 2.468 2.292 0.00 0.00 0.02
H -5.529 2.010 6.214 -0.02 0.02 -0.01
H -3.444 1.100 5.236 0.00 0.03 0.01
H -5.254 -2.705 0.096 -0.08 -0.04 -0.03
H -6.288 -4.828 -0.488 0.01 0.03 0.00
H -3.036 -6.952 -2.192 -0.01 0.00 0.01
H -1.271 -5.217 -2.088 -0.06 -0.10 -0.04
H -0.519 -1.478 -3.989 0.05 -0.01 -0.08
H 2.781 -0.962 -2.604 -0.04 0.14 0.07
H 4.999 -0.776 2.273 0.05 0.04 -0.01
H 4.195 1.381 3.702 0.03 -0.01 -0.03
H 3.928 -3.534 -1.134 0.03 -0.04 0.04
H 6.073 -3.989 -2.295 0.03 0.00 0.02
H 7.451 -0.085 -1.238 0.01 -0.02 0.01
H 5.300 0.380 -0.123 0.01 0.01 0.08
H -3.727 -3.654 2.136 -0.05 0.02 0.05
H -4.443 -1.367 3.336 -0.01 -0.03 -0.03
O -0.596 4.298 -3.519 -0.04 -0.11 0.02
C -0.149 4.859 -2.363 0.13 0.04 0.19
C 0.122 6.222 -2.302 -0.01 0.00 -0.03
C 0.659 6.790 -1.161 -0.02 -0.01 -0.04
C 0.952 6.000 -0.059 0.05 0.04 0.09
C 0.679 4.647 -0.110 -0.03 -0.03 -0.06
C 0.102 4.060 -1.237 0.14 -0.04 -0.07
C -0.233 2.623 -1.155 -0.31 -0.01 -0.65
O 0.515 1.841 -0.418 -0.08 1.11 -0.36
N -1.266 2.197 -1.830 -0.02 0.44 -0.13
N -1.514 0.884 -1.577 0.23 0.16 -0.02
C -2.089 0.203 -2.502 -0.10 0.17 0.19
C -2.171 -1.227 -2.233 0.07 -0.06 0.16
C -2.678 -2.292 -2.873 -0.08 0.26 -0.03
C -2.969 -3.609 -2.185 0.07 -0.10 0.04
C -2.325 -4.524 -0.154 0.11 0.03 0.24
C -1.341 -3.531 0.460 0.22 -0.04 0.05
N -1.444 -1.488 -1.034 0.41 -0.10 -0.02
H -0.707 4.995 -4.173 -0.01 0.06 -0.02
H -0.086 6.842 -3.168 0.01 -0.02 -0.01
H 0.856 7.854 -1.142 0.01 0.00 0.01
H 1.389 6.436 0.829 -0.02 -0.01 0.01
H 0.889 4.008 0.737 0.04 0.04 -0.01
H -2.425 0.663 -3.427 -0.02 0.03 0.01
H -3.172 -2.143 -3.828 -0.01 0.04 0.01
H -3.853 -3.957 -2.710 0.01 0.00 -0.01
H -2.706 -5.321 0.480 -0.08 -0.01 -0.05
H -0.273 -3.664 0.488 0.01 0.09 -0.05
C 2.079 -4.839 -3.310 -0.09 -0.17 0.08
N 1.879 -3.467 -3.766 0.31 -0.19 -0.24
C 2.477 -2.944 -4.827 -0.33 -0.10 0.35
C 2.301 -1.632 -5.264 0.17 0.17 -0.28
C 1.374 -0.776 -4.686 -0.12 0.12 0.00
N 0.604 -0.721 -2.268 0.02 0.07 -0.33
C 1.186 -2.534 -2.954 -0.13 0.88 0.32
O 0.220 -3.008 -2.060 -0.04 -0.36 -0.12
N 1.139 0.461 -5.089 0.20 -0.07 0.18
H 2.908 -5.288 -3.850 0.01 0.04 -0.03
H 1.174 -5.422 -3.480 0.02 0.02 0.00
H 2.292 -4.841 -2.243 0.02 0.04 -0.02
H 3.152 -3.603 -5.358 -0.01 -0.01 -0.05
H 2.888 -1.295 -6.108 0.00 -0.07 0.00
H 1.713 0.882 -5.802 -0.07 0.06 -0.03
H 0.538 1.068 -4.547 0.00 -0.02 -0.03
```
Forces are in eV/Å.

Löwdin atomic charge list, values in e, 5 entries: atom 1 (Zr): 1.93, atom 2 (Cl): 0.68, atom 3 (C): -0.67, atom 4 (C): -0.09, atom 5 (C): -0.02

=====

(3)
A cluster of 6 separate species, C5H24N2O6 in total in a non-equilibrium geometry. Source: the Open Molecules 2025 dataset; level of theory: ωB97M-V/def2-TZVPD.

Computed properties:
molar mass: 208.3 u
HOMO: -0.3355 Ha
energy above the lowest of the compared OMol25 structures with the same formula, charge and spin: 1.344 eV
SMILES string: CN(C)C[C@H](N)CO.O.O.O.O.O
orbital gap: 0.352 Eh
max |F|: 1.67 eV/Å
multiplicity: 1
net charge: 0

```
37
Properties=species:S:1:pos:R:3:forces:R:3
C -0.050 1.785 -1.576 0.47 0.50 0.50
N -1.030 1.013 -0.807 -0.15 -0.36 -0.84
C -1.967 0.416 -1.739 -1.60 0.46 -0.19
C -0.360 0.054 0.078 -0.25 0.42 0.41
C -0.297 0.591 1.517 1.40 -0.35 0.05
N 0.957 0.082 2.144 -0.43 -0.12 0.10
C -1.553 0.345 2.336 -0.67 0.32 -0.10
O -1.847 1.469 3.151 0.15 0.13 0.45
H 0.840 1.883 -0.953 0.04 0.34 -0.08
H 0.289 1.352 -2.526 -0.25 -0.47 0.12
H -0.425 2.782 -1.816 -0.09 -0.01 0.13
H -2.411 1.186 -2.382 0.54 0.26 -0.08
H -1.605 -0.355 -2.426 0.35 -0.17 0.30
H -2.893 0.109 -1.239 0.39 -0.62 0.27
H 0.662 -0.068 -0.250 0.28 -0.43 -0.18
H -0.865 -0.916 0.079 -0.06 0.01 -0.19
H -0.101 1.662 1.494 -0.47 0.19 -0.30
H 1.100 0.572 3.018 0.03 -0.09 0.11
H 0.906 -0.915 2.346 -0.08 0.01 0.03
H -2.393 0.105 1.674 -0.01 0.06 0.03
H -1.447 -0.507 3.008 0.24 -0.17 -0.10
H -2.647 1.930 2.883 -0.05 -0.17 -0.31
O 2.523 -2.259 -1.120 0.37 -0.04 0.00
H 3.363 -2.732 -1.130 -0.05 -0.05 -0.09
H 2.745 -1.444 -0.616 -0.05 -0.04 -0.13
O 3.169 -0.183 0.526 -0.22 0.13 0.27
H 3.561 0.691 0.617 0.14 -0.07 -0.21
H 2.369 -0.127 1.123 0.20 0.08 -0.05
O -3.743 2.081 0.513 0.25 0.02 0.02
H -2.865 1.668 0.508 0.01 0.09 -0.20
H -3.660 2.729 -0.196 -0.15 0.01 0.11
O 1.805 -1.836 -4.016 0.05 -0.10 -0.15
H 2.623 -1.741 -3.516 -0.09 0.11 0.10
H 1.359 -2.545 -3.543 -0.06 0.07 0.04
O 1.252 -2.885 1.349 -0.48 -0.10 -0.04
H 2.006 -3.240 0.870 0.25 0.10 0.02
H 0.633 -2.752 0.618 0.05 0.03 0.17
```
Forces are in eV/Å.

Löwdin atomic charge list, values in e, 5 entries: atom 1 (C): -0.09, atom 2 (N): -0.26, atom 3 (C): -0.12, atom 4 (C): -0.17, atom 5 (C): -0.32

=====

(4)
A structure of composition C19H32FO11STl in a non-equilibrium geometry. Source: the Open Molecules 2025 dataset; level of theory: ωB97M-V/def2-TZVPD.

Computed properties:
molar mass: 691.9 u
HOMO: -0.5738 Ha
energy above the lowest of the compared OMol25 structures with the same formula, charge and spin: 0.000 eV
orbital gap: 0.127 Eh
max |F|: 2.99 eV/Å
multiplicity: 1
net charge: +2

```
65
Properties=species:S:1:pos:R:3:forces:R:3
Tl -1.435 -1.029 -1.219 0.40 1.66 1.64
F -2.940 1.031 0.084 0.76 -0.96 -0.74
O -0.046 1.462 -1.158 -0.27 -0.11 0.02
C 0.616 2.449 -1.401 -0.48 -0.07 -1.41
O 0.292 3.327 -2.383 1.18 -1.92 1.10
C 1.420 4.239 -2.555 -2.02 1.78 0.10
C 2.319 4.141 -1.374 0.50 -1.47 0.83
C 1.903 2.785 -0.711 0.40 0.78 -0.32
H 0.815 5.150 -2.548 0.93 0.52 -0.62
H 2.000 4.090 -3.462 -0.72 -0.30 -0.32
H 2.239 4.893 -0.596 0.10 0.43 -0.48
H 3.296 4.071 -1.846 0.43 0.22 0.96
H 1.713 2.857 0.359 0.14 -0.04 0.01
H 2.638 1.997 -0.873 -0.20 -0.17 0.04
O 1.400 -1.357 -1.077 -0.37 -0.51 -0.92
C 2.359 -2.012 -1.494 0.00 1.62 0.63
O 3.048 -2.680 -0.598 0.06 -0.43 -0.10
C 4.152 -3.371 -1.224 0.85 -0.43 1.42
C 4.324 -2.750 -2.564 0.56 -1.71 -2.39
C 3.034 -2.074 -2.884 -1.90 1.53 1.39
H 3.944 -4.441 -1.180 -0.27 0.08 -0.38
H 5.034 -3.234 -0.599 -0.16 0.18 0.10
H 4.453 -3.533 -3.318 0.27 -0.10 0.18
H 5.222 -2.149 -2.676 -0.30 0.42 0.32
H 2.221 -2.490 -3.486 0.72 -0.72 -0.50
H 3.164 -1.062 -3.270 -0.12 0.06 0.19
O -2.685 1.034 -2.876 0.30 -0.21 -0.10
C -2.979 2.211 -2.807 -0.60 -0.08 0.85
O -2.297 3.108 -3.464 0.87 -0.20 -1.07
C -2.761 4.424 -3.255 -0.95 2.10 1.58
C -4.131 4.273 -2.547 -0.41 0.26 -1.69
C -4.052 2.892 -1.965 0.43 0.14 0.78
H -2.722 5.110 -4.100 -0.39 -0.96 -0.76
H -2.100 4.985 -2.584 0.39 -0.74 0.34
H -4.953 4.267 -3.270 0.18 0.19 -0.23
H -4.362 5.108 -1.889 0.20 -0.25 0.36
H -4.986 2.346 -1.884 0.13 -0.13 -0.02
H -3.585 2.970 -0.971 0.06 -0.64 0.18
O -0.695 -2.844 0.909 0.03 0.12 -1.08
C -0.209 -3.829 1.435 -0.74 0.20 1.61
O -0.571 -4.059 2.702 -0.37 0.28 -1.24
C -0.013 -5.274 3.195 -0.84 -0.50 2.36
C 0.708 -5.969 2.066 0.41 0.18 -0.60
C 0.813 -4.843 1.018 -0.07 -0.22 0.07
H -0.813 -5.863 3.655 -0.30 -0.07 -0.72
H 0.455 -4.944 4.130 1.21 -0.31 -0.57
H 0.173 -6.800 1.608 -0.47 0.10 0.39
H 1.667 -6.406 2.336 0.11 0.37 0.14
H 0.571 -5.222 0.028 0.56 0.33 -0.23
H 1.757 -4.304 1.130 0.12 -0.10 -0.63
O 1.499 0.727 2.667 -0.90 -0.29 -0.65
S 0.095 0.566 2.416 -0.26 0.38 2.93
O -0.441 0.020 1.203 -0.05 -0.27 -1.16
O -0.477 -0.348 3.648 1.07 0.87 -1.83
C -1.882 -0.652 3.570 -1.13 -0.46 1.00
C -2.459 -0.186 4.920 -0.32 0.48 -0.43
C -0.785 2.160 2.733 0.56 -2.02 -0.29
H -2.025 -1.725 3.428 0.44 -0.06 0.21
H -2.340 -0.237 2.671 -0.02 0.50 0.24
H -2.048 -0.750 5.754 0.20 -0.01 -0.12
H -3.545 -0.214 5.025 -0.02 -0.44 -0.44
H -2.238 0.873 5.060 0.28 -0.04 0.09
H -1.797 1.919 2.417 -0.09 0.53 -0.06
H -0.269 2.896 2.126 -0.19 0.20 0.13
H -0.702 2.272 3.810 0.08 0.43 -0.07
```
Forces are in eV/Å.

Löwdin atomic charge list, values in e, 5 entries: atom 1 (Tl): 1.38, atom 2 (F): -0.30, atom 3 (O): 0.07, atom 4 (C): -0.40, atom 5 (O): 0.05